[1]
Below is a molecular structure, C26H55CrN2O30S at a distorted geometry, with properties calculated with ωB97M-V/def2-TZVPD.

Results
Multiplicity   5
Charge   -1
Gap between HOMO and LUMO (spin up / spin down)   6.48 / 6.61 eV
Molar mass   959.773 g/mol

Geometry as XYZ:
```
115
C26H55CrN2O30S ωB97M-V/def2-TZVPD
Cr 0.298 -1.585 -3.725
S -1.886 -2.959 -4.409
O -2.158 -4.187 -3.734
O -0.660 -2.859 -5.174
O -3.067 -2.616 -5.227
O -1.681 -1.993 -3.309
C 1.024 0.457 0.133
C 1.267 -0.913 -0.638
C 0.317 -2.049 -0.213
O 1.280 -0.788 -2.019
H 1.141 0.205 1.187
H 0.006 0.845 0.111
H 1.717 1.223 -0.213
H 2.227 -1.277 -0.274
H -0.697 -1.884 -0.577
H 0.401 -2.104 0.872
H 0.560 -3.033 -0.613
C 2.792 8.849 1.431
O 2.932 7.501 1.069
C 3.309 6.594 1.968
O 3.463 6.753 3.165
O 3.514 5.445 1.200
C 3.692 4.119 1.703
H 1.891 9.019 2.019
H 2.623 9.360 0.483
H 3.648 9.267 1.960
H 3.134 3.927 2.619
H 4.751 3.937 1.886
H 3.306 3.389 0.991
C -2.647 0.654 5.041
O -2.072 1.848 4.573
C -1.097 1.829 3.612
O -0.731 0.862 3.018
O -0.805 3.121 3.329
C -0.265 3.489 2.117
H -1.949 -0.089 5.425
H -3.138 0.177 4.192
H -3.434 0.793 5.782
H -0.584 4.470 1.764
H -0.353 2.768 1.304
H 0.799 3.617 2.316
C -3.909 -0.364 -1.912
O -4.968 -0.706 -0.997
C -5.207 -1.976 -0.741
O -4.879 -2.904 -1.508
O -6.007 -2.043 0.344
C -6.639 -3.226 0.625
H -4.144 -0.582 -2.954
H -2.920 -0.692 -1.592
H -3.859 0.725 -1.932
H -6.083 -4.003 1.150
H -7.085 -3.567 -0.309
H -7.459 -2.838 1.229
C 3.132 2.129 -2.560
O 2.621 3.171 -1.691
C 2.352 4.339 -2.221
O 2.589 4.630 -3.407
O 1.735 5.062 -1.351
C 1.350 6.353 -1.492
H 3.587 2.405 -3.512
H 2.323 1.436 -2.791
H 3.900 1.597 -1.997
H 2.056 6.948 -2.071
H 1.092 6.690 -0.488
H 0.416 6.445 -2.046
C 3.844 -3.639 -1.891
O 3.321 -4.629 -2.748
C 2.338 -4.410 -3.651
O 1.580 -3.426 -3.638
O 2.423 -5.401 -4.587
C 1.573 -5.306 -5.737
H 4.249 -4.100 -0.990
H 3.107 -2.980 -1.432
H 4.663 -3.062 -2.319
H 1.928 -5.984 -6.514
H 1.523 -4.271 -6.074
H 0.550 -5.627 -5.540
C -1.144 1.966 -2.635
O -1.956 1.769 -3.859
C -1.535 0.819 -4.704
O -0.512 0.168 -4.734
O -2.414 0.844 -5.672
C -2.182 0.076 -6.829
H -1.209 1.132 -1.936
H -1.452 2.821 -2.033
H -0.083 2.026 -2.874
H -1.358 0.592 -7.321
H -3.094 0.191 -7.415
H -1.886 -0.959 -6.657
C -2.378 -2.823 2.365
O -3.155 -3.102 3.515
C -2.702 -2.903 4.736
O -1.572 -2.857 5.079
O -3.721 -2.875 5.609
C -3.509 -2.603 7.001
H -2.389 -3.601 1.602
H -1.336 -2.718 2.666
H -2.542 -1.848 1.907
H -2.846 -3.391 7.359
H -4.463 -2.507 7.520
H -3.000 -1.643 6.915
C 2.793 -4.013 2.174
N 1.807 -5.108 2.072
O 2.039 -6.149 1.452
O 0.756 -4.942 2.671
H 2.321 -3.195 2.718
H 3.060 -3.591 1.204
H 3.637 -4.302 2.799
C 2.044 -0.065 4.588
N 3.328 0.216 3.848
O 3.473 1.383 3.557
O 3.997 -0.686 3.400
H 2.058 0.321 5.607
H 1.894 -1.145 4.575
H 1.268 0.325 3.930
```



[2]
Below is 8 unconnected molecules or ions with the total composition C26H56F24N6OP4 at a distorted geometry, with properties calculated with ωB97M-V/def2-TZVPD.

Results
Energy above the lowest of the compared OMol25 structures with the same formula, charge and spin   0.000 eV
Charge   0
Gap between HOMO and LUMO   8.95 eV
Molar mass   1048.623 g/mol

Geometry as XYZ:
```
117
C26H56F24N6OP4 ωB97M-V/def2-TZVPD
C 5.269 -2.581 -3.153
C 4.517 -1.933 -2.002
C 5.524 -1.675 -0.885
N 5.163 -0.670 0.169
C 4.695 -1.550 1.328
C 4.479 -0.776 2.613
C 3.392 0.237 2.348
C 3.629 1.077 1.093
C 4.032 0.302 -0.127
C 6.390 0.083 0.468
H 5.787 -3.474 -2.785
H 6.050 -1.917 -3.515
H 4.567 -2.986 -3.877
H 3.699 -2.493 -1.562
H 4.114 -0.962 -2.309
H 6.452 -1.314 -1.331
H 5.755 -2.639 -0.443
H 3.792 -2.044 0.975
H 5.474 -2.286 1.515
H 4.114 -1.482 3.360
H 5.381 -0.321 3.020
H 2.393 -0.208 2.330
H 3.286 0.906 3.206
H 2.656 1.538 0.908
H 4.322 1.888 1.310
H 3.241 -0.307 -0.574
H 4.348 0.955 -0.948
H 6.237 0.745 1.316
H 6.674 0.703 -0.376
H 7.131 -0.655 0.762
C -0.871 -0.883 -5.730
N 0.166 -0.419 -4.798
C -0.192 -0.698 -3.387
C 1.493 -1.049 -5.063
C 0.512 1.050 -4.954
C -0.713 1.921 -5.136
O -1.738 1.586 -4.236
H -0.916 -1.974 -5.668
H -0.480 -0.672 -6.723
H -1.870 -0.553 -5.471
H -1.244 -0.464 -3.234
H 0.473 -0.341 -2.616
H -0.282 -1.789 -3.360
H 2.232 -0.683 -4.368
H 1.751 -0.828 -6.097
H 1.367 -2.129 -5.018
H 1.091 1.148 -5.870
H 1.121 1.350 -4.107
H -1.022 1.982 -6.189
H -0.366 2.961 -4.993
H -2.514 2.125 -4.437
C -4.267 2.175 0.698
C -5.707 1.863 0.995
N -5.850 0.672 1.822
C -5.735 0.598 3.180
C -6.099 -0.632 3.547
N -6.481 -1.296 2.412
C -6.221 -0.510 1.397
C -7.061 -2.640 2.299
H -4.272 3.051 0.043
H -3.823 1.376 0.104
H -3.680 2.385 1.590
H -6.249 1.690 0.065
H -6.254 2.687 1.452
H -5.417 1.410 3.809
H -6.089 -1.025 4.547
H -6.364 -0.751 0.352
H -6.329 -3.330 1.873
H -7.841 -2.616 1.540
H -7.396 -2.964 3.274
C -1.847 0.498 3.417
C -0.728 0.122 2.467
N -0.951 0.822 1.169
C -1.183 0.199 -0.042
C -1.456 1.166 -0.925
N -1.221 2.363 -0.327
C -0.884 2.113 0.919
C -1.172 3.658 -1.003
H -1.886 1.586 3.564
H -1.598 0.140 4.421
H -2.874 0.225 3.161
H -0.642 -0.933 2.223
H 0.193 0.546 2.869
H -1.339 -0.856 -0.214
H -1.579 1.090 -1.988
H -0.728 2.844 1.704
H -1.055 3.525 -2.075
H -0.421 4.296 -0.545
H -2.154 4.133 -0.907
P 1.309 -0.960 5.856
F -0.005 -0.605 6.807
F 1.462 -2.324 6.713
F 0.392 -1.722 4.782
F 2.636 -1.327 5.030
F 0.997 0.475 5.124
F 2.200 -0.109 6.944
P -4.620 -0.673 -2.534
F -5.704 0.069 -1.535
F -5.251 -2.106 -2.197
F -5.562 -0.563 -3.818
F -3.472 -1.315 -3.500
F -4.018 0.816 -2.836
F -3.640 -0.840 -1.263
P 1.886 4.188 3.335
F 0.569 4.932 3.964
F 2.680 5.584 3.467
F 2.347 3.839 4.824
F 3.074 3.339 2.686
F 0.974 2.844 3.250
F 1.398 4.701 1.842
P 0.613 -3.683 -0.191
F 0.588 -4.752 1.026
F -0.971 -3.412 -0.084
F 0.741 -2.457 0.889
F 0.820 -2.660 -1.427
F 2.258 -3.866 -0.197
F 0.397 -4.894 -1.226
```



- What is the formula in the first record?
  C26H55CrN2O30S



- Which value of molar mass does entry 2 give?
  1048.623 g/mol